# 1
A single C6H11NO3 molecule at a distorted geometry, computed with ωB97M-V/def2-TZVPD.

## Properties
Orbital gap = 10.26 eV
SMILES = N[C@]1(C(=O)O)CCC[C@@H]1O

Each line ends with the natural charge from an NBO analysis.
Geometry (Å):
O: -1.41 -1.32 -0.96  -0.6664
O: 1.51 1.69 -0.68  -0.7662
O: -2.74 0.28 0.10  -0.5878
N: -0.38 1.61 0.75  -0.8907
C: 0.82 0.42 -0.89  0.0725
C: 0.34 -0.84 1.30  -0.4279
C: -1.66 -0.34 -0.17  0.7835
C: -0.25 0.18 0.22  -0.0229
C: 1.85 -1.10 0.78  -0.4099
C: 1.65 -0.73 -0.60  -0.4160
H: -0.20 -1.72 1.41  0.2064
H: -1.04 1.60 1.77  0.3909
H: 2.47 -0.38 1.27  0.2234
H: 2.61 -0.61 -1.08  0.2405
H: -0.48 -1.76 -0.67  0.5135
H: 2.07 -2.11 1.00  0.2216
H: -1.01 2.25 0.00  0.4091
H: 0.24 -0.20 2.28  0.2356
H: 1.17 -1.58 -1.21  0.1748
H: 0.35 0.33 -1.86  0.1943
H: 1.16 2.13 0.26  0.5218

# 2
2 unconnected molecules or ions with the total composition C6H11NO3S at a distorted geometry, computed with ωB97M-V/def2-TZVPD.

## Properties
Orbital gap (alpha / beta) = 7.45 / 7.19 eV
⟨S²⟩ = 2.053
2S+1 = 3

Each line ends with the Löwdin spin population.
Geometry (Å):
S: -0.68 0.89 0.61  0.1341
O: -1.02 2.23 0.82  0.0421
O: 0.53 -1.89 -0.91  0.1751
O: -0.77 -1.73 0.78  0.0857
N: 0.37 -1.70 0.31  0.1384
C: 1.42 -1.38 1.08  0.1877
C: 1.93 1.19 -0.32  0.0590
C: -2.99 -0.10 -0.28  0.0071
C: -1.67 0.26 -0.90  0.0331
C: 3.23 0.76 -0.48  0.3714
C: 1.01 0.83 0.69  0.7011
H: -1.25 -0.40 -1.59  0.0022
H: -3.76 -0.39 -0.99  0.0024
H: 1.60 1.79 -1.27  0.0098
H: 2.42 -1.43 0.61  -0.0010
H: -1.87 1.22 -1.34  0.0025
H: -2.74 -0.84 0.53  0.0003
H: -1.20 0.19 1.74  0.0076
H: 3.69 1.13 -1.34  0.0240
H: -3.25 0.95 0.10  0.0009
H: 3.58 -0.15 0.03  0.0177
H: 1.40 -1.43 2.13  -0.0011

# 3
A single C6H11NO4S molecule at a distorted geometry, computed with ωB97M-V/def2-TZVPD.

## Properties
Orbital gap = 10.53 eV
SMILES = CCC1=N[C@H](OS(C)(=O)=O)CO1

Each line ends with the natural charge from an NBO analysis.
Geometry (Å):
S: 2.17 0.41 -0.36  2.3114
O: 2.36 -0.72 0.94  -0.6573
O: 1.06 0.17 -1.27  -0.9165
O: 3.42 0.50 -1.01  -0.9074
O: 0.19 -2.19 -0.89  -0.4841
N: 0.03 -0.85 0.92  -0.6102
C: 1.81 2.01 0.52  -0.8667
C: -1.49 -0.41 -1.07  -0.4563
C: -1.73 0.99 -0.54  -0.6021
C: 1.28 -1.58 1.03  0.1814
C: 1.24 -2.57 -0.13  -0.1286
C: -0.33 -1.11 -0.28  0.6660
H: 0.95 2.45 0.02  0.2525
H: -2.42 -1.08 -1.10  0.2297
H: 1.43 -2.13 2.00  0.1956
H: -0.71 1.49 -0.52  0.2036
H: 1.18 -3.61 0.34  0.1869
H: 1.43 1.71 1.52  0.2623
H: -1.21 -0.34 -2.13  0.2365
H: -2.48 1.53 -1.03  0.2143
H: 2.21 -2.59 -0.59  0.2034
H: 2.72 2.72 0.75  0.2700
H: -1.99 1.02 0.50  0.2157

Sequential relative energy (zero: lowest compared OMol25 entry of this formula, charge and spin) output: 101.55, 161.05, 73.83 kcal/mol